Density functional theory data (the ωB97M-V functional and the def2-TZVPD basis) for the molecule C3HN3O2 in a non-equilibrium geometry.

```
9
Properties=species:S:1:pos:R:3:forces:R:3:lowdin_charge:R:1
N 2.9833 -0.9889 -1.2689 -10.837 2.856 -0.808 0.154
C 1.7451 -0.6484 -1.3120 8.699 -1.928 1.934 0.023
C 0.4619 -0.1142 -0.6343 4.704 -0.380 -2.727 -0.429
N 0.1822 1.0617 -0.3914 0.880 4.993 -1.191 0.248
C -0.8626 1.0556 0.4770 -3.353 2.679 3.587 -0.545
O -1.5665 1.8445 1.1189 1.760 0.573 -1.731 0.049
N -1.1168 -0.2241 0.7040 -1.821 -6.779 1.890 0.141
O -0.2459 -0.9436 -0.0378 -0.939 -5.925 0.636 0.081
H -1.5807 -1.0426 1.3446 0.906 3.911 -1.591 0.278
```
Forces are in eV/Å.

## Properties
Molar mass: 111.1 g/mol
Spin multiplicity: 1
Gap between HOMO and LUMO: 9.551 eV
Relative energy (zero: lowest compared OMol25 entry of this formula, charge and spin): 92.5 kcal per mole
HOMO: -0.3837 Eh